(1)
DFT (ωB97M-V with the def2-TZVPD basis set) results for a 7-piece molecular cluster, H12IO6 overall in a non-equilibrium geometry.

**E_tot**: -756.42447 Eh
**Total charge**: -1
**Max |F|**: 0.101 Eh/bohr
**HOMO**: -5.5 eV
**Gap between HOMO and LUMO**: 8.5 eV

Element x y z (Å)
I1 0.19837 -0.93284 -0.38284
O1 -1.27063 -3.96984 0.13816
H1 -0.86163 -2.98584 0.21916
H2 -1.39763 -4.01684 -0.78584
O2 -1.02463 0.75416 2.79516
H3 -0.36263 0.90516 3.41616
H4 -0.59063 0.73216 1.87816
O3 3.27137 0.26516 -1.91184
H5 3.02237 1.11716 -2.30184
H6 2.40937 -0.07084 -2.00484
O4 -0.17863 2.39316 -1.57984
H7 0.19337 2.41116 -0.71284
H8 -0.18263 1.47516 -1.95084
O5 2.10237 1.52716 1.45416
H9 1.75137 0.83316 1.00916
H10 2.22637 2.32816 1.00816
O6 -3.35963 -0.67784 0.10516
H11 -2.42263 -0.57784 -0.04184
H12 -3.52363 -1.50984 -0.35084

Löwdin population analysis, charges in e, atoms 1 to 5:
1 I 0.273
2 O -0.197
3 H -0.127
4 H -0.036
5 O -0.097

(2)
DFT (ωB97M-V with the def2-TZVPD basis set) results for a 3-piece molecular cluster, C3H13NO2 overall in a non-equilibrium geometry.

**E_tot**: -326.99031 Eh
**Total charge**: +1
**Max |F|**: 0.069 Eh/bohr
**Multiplicity**: 2
**HOMO (alpha / beta)**: -13.6 / -13.6 eV
**Gap between HOMO and LUMO (alpha / beta)**: 10.7 / 6.0 eV
**⟨S²⟩**: 0.754

Element x y z (Å)
C1 -0.00004 0.82259 0.22204
N1 0.83374 0.12517 1.21678
C2 1.94728 -0.59382 0.58434
C3 1.09125 0.92937 2.39360
H1 0.52643 1.73702 -0.00675
H2 -0.98398 1.11099 0.60854
H3 -0.27680 0.12063 -0.56055
H4 1.90559 -1.57477 1.07693
H5 1.63106 -0.81340 -0.43543
H6 2.90944 -0.10408 0.47518
H7 1.46562 1.91560 2.13605
H8 1.90255 0.43579 2.94254
H9 0.29644 0.90976 3.13657
H10 -4.80112 1.43801 -3.79668
H11 -5.16209 2.33740 -2.55905
O1 -4.69610 1.54219 -2.84171
H12 0.75516 -4.11844 -1.79114
H13 -0.06462 -3.05951 -1.12339
O2 0.72017 -3.16050 -1.67788

Löwdin population analysis, charges in e, atoms 1 to 5:
1 C 0.010
2 N -0.092
3 C 0.011
4 C -0.007
5 H 0.127

(3)
DFT (ωB97M-V with the def2-TZVPD basis set) results for one molecule with the formula C5H8O.

**E_tot**: -270.33176 Eh
**Max |F|**: 0.010 Eh/bohr
**HOMO**: -6.8 eV
**Gap between HOMO and LUMO**: 7.7 eV

Element x y z (Å)
C1 1.30101 0.87383 -0.48442
C2 0.23107 0.96271 0.50897
C3 -1.13369 0.42560 0.10197
C4 -0.88013 -1.08943 -0.05142
C5 0.59886 -1.16841 -0.35584
O1 1.08991 -0.15122 0.84969
H1 1.14933 0.76467 -1.54459
H2 2.24957 1.32820 -0.20050
H3 0.27456 1.74754 1.26346
H4 -1.88895 0.65162 0.85942
H5 -1.44595 0.89028 -0.83828
H6 -1.17949 -1.59738 0.88284
H7 -1.46854 -1.52092 -0.86775
H8 1.05592 -2.11422 -0.04109

Löwdin population analysis, charges in e, atoms 1 to 5:
1 C 0.051
2 C -0.305
3 C -0.136
4 C -0.234
5 C -0.093

(4)
DFT (ωB97M-V with the def2-TZVPD basis set) results for a 2-piece molecular cluster, C2HN2PS overall in a non-equilibrium geometry.

**E_tot**: -925.73287 Eh
**Max |F|**: 0.057 Eh/bohr
**HOMO (alpha / beta)**: -10.1 / -10.1 eV
**Gap between HOMO and LUMO (alpha / beta)**: 6.1 / 6.1 eV

Element x y z (Å)
C1 -1.33546 1.24426 -0.05488
C2 -0.64518 -1.28164 0.33367
N1 -1.90804 1.89670 -0.80854
N2 -0.86106 -2.26614 -0.18617
P1 -0.41077 0.23402 1.21070
S1 2.25743 0.51419 -0.65545
H1 2.90308 -0.34139 0.16068

Löwdin population analysis, charges in e, atoms 1 to 5:
1 C -0.520
2 C -0.613
3 N 0.091
4 N 0.117
5 P 0.932